[1]
The following is a quantum chemistry calculation of a structure of composition CH2INO3S at a distorted geometry, from the Open Molecules 2025 dataset.

Each line ends with the Löwdin charge.
Atoms and positions in Å:
C (-0.9240, 0.5825, 0.5764)  -0.663
N (0.2667, -2.1179, -1.0812)  -0.058
O (1.1846, -2.3580, -1.7220)  0.007
O (1.1805, 1.4973, -0.7469)  -0.391
O (1.4342, 0.6022, 1.5227)  -0.388
S (0.9449, 0.4085, 0.1712)  0.646
I (-1.9417, -0.1696, -1.2124)  0.813
H (-1.1315, 1.5379, 1.0194)  0.031
H (-1.0137, 0.0170, 1.4728)  0.003

Highest occupied orbital energy (spin up / spin down) in eV: -9.737 / -9.125
E_tot in Ha: -1015.4920

=====

[2]
The following is a quantum chemistry calculation of a structure of composition FHMgO2S at a distorted geometry, from the Open Molecules 2025 dataset.

Each line ends with the Löwdin charge.
Atoms and positions in Å:
S (0.9583, 0.4723, -0.5454)  0.654
F (-3.2699, 0.0361, 0.0456)  -0.579
O (1.3005, 1.7253, 0.2900)  -0.652
Mg (-1.5056, 0.3134, -0.1615)  0.991
O (1.5366, -0.8888, 0.2718)  -0.435
H (0.9801, -1.6583, 0.0996)  0.022

Highest occupied orbital energy in eV: -8.383
E_tot in Ha: -849.2282

=====

[3]
The following is a quantum chemistry calculation of a structure of composition C28H47BIrN7O4S4Si at a distorted geometry, from the Open Molecules 2025 dataset.

Each line ends with the Löwdin charge.
Atoms and positions in Å:
Ir (0.4628, 0.7585, 0.4829)  0.964
C (-0.4585, -0.9634, 5.6747)  -0.376
S (-1.4247, 0.4028, 4.9709)  0.918
C (-0.9104, 0.5309, 3.3135)  -0.977
S (0.4467, -0.3745, 2.6885)  0.602
N (-1.6552, 1.3199, 2.6083)  -0.053
N (-1.2116, 1.6474, 1.3814)  -0.153
C (-1.9964, 2.2417, 0.5575)  -0.011
C (-1.4083, 2.7282, -0.6794)  -0.251
C (-2.1107, 3.5223, -1.5723)  0.009
C (-1.4613, 4.0048, -2.6971)  -0.027
C (-0.1299, 3.6824, -2.8989)  -0.024
C (0.5034, 2.8635, -1.9781)  -0.096
N (-0.1143, 2.4035, -0.8983)  0.001
H (-1.1472, -1.7471, 5.9785)  0.043
H (0.0704, -0.5887, 6.5469)  0.026
H (0.2452, -1.3473, 4.9442)  -0.015
H (-3.0461, 2.3832, 0.7935)  0.150
H (-3.1499, 3.7474, -1.3750)  0.130
H (-1.9912, 4.6203, -3.4113)  0.125
H (0.4110, 4.0478, -3.7598)  0.121
H (1.5359, 2.5642, -2.1073)  0.126
C (5.6473, 0.0072, -0.9120)  -0.027
N (5.0619, 1.0939, -0.1458)  -0.117
C (5.7138, 2.2244, 0.3204)  -0.021
C (4.7928, 2.9647, 0.9637)  -0.036
N (3.5826, 2.2974, 0.9079)  0.013
B (2.2679, 2.8614, 1.4644)  -0.468
N (2.2914, 3.0642, 2.9857)  0.020
C (2.1727, 4.2781, 3.6113)  -0.032
C (2.1215, 4.0666, 4.9467)  -0.013
N (2.1838, 2.7080, 5.1366)  -0.101
C (2.1004, 2.0073, 6.4069)  -0.008
C (2.3004, 2.0986, 3.9302)  -0.657
S (2.4914, 0.4265, 3.7079)  0.716
C (3.7629, 1.1570, 0.2135)  -0.666
S (2.6612, -0.0902, -0.2114)  0.680
H (6.7251, 0.1365, -0.9368)  0.097
H (5.2502, 0.0058, -1.9265)  0.097
H (5.4021, -0.9455, -0.4466)  0.086
H (6.7586, 2.4003, 0.1401)  0.129
H (4.8875, 3.9157, 1.4578)  0.130
H (1.9324, 3.8739, 0.9243)  0.104
H (1.4289, 1.9776, 1.2645)  -0.030
H (2.1305, 5.1995, 3.0581)  0.130
H (2.0424, 4.7630, 5.7619)  0.133
H (1.9602, 2.7335, 7.2020)  0.102
H (3.0099, 1.4386, 6.5870)  0.098
H (1.2607, 1.3157, 6.3852)  0.061
C (0.4464, -0.3526, -3.7438)  -0.024
C (-1.0474, -0.6744, -3.7864)  -0.635
C (-1.8577, 0.5860, -3.4838)  -0.019
C (-1.4302, -1.2285, -5.1527)  -0.018
O (-1.3263, -1.6943, -2.8414)  -0.081
Si (-1.4360, -1.7358, -1.2096)  0.000
O (-0.5135, -0.6461, -0.4963)  -0.430
O (-1.0884, -3.2733, -0.8070)  -0.088
C (0.1146, -3.9820, -0.5541)  -0.641
C (-0.2535, -5.4616, -0.5181)  -0.024
C (0.6842, -3.5438, 0.7917)  -0.036
C (1.1258, -3.7185, -1.6679)  -0.022
O (-2.9558, -1.4239, -0.6860)  -0.094
C (-4.2202, -1.9875, -1.0569)  -0.640
C (-5.1575, -1.7132, 0.1104)  -0.031
C (-4.7218, -1.2860, -2.3167)  -0.029
C (-4.1031, -3.4874, -1.3068)  -0.028
H (0.7008, 0.3942, -4.4989)  0.089
H (1.0279, -1.2569, -3.9271)  0.090
H (0.7067, 0.0303, -2.7540)  0.043
H (-1.5581, 1.3944, -4.1525)  0.087
H (-1.6861, 0.8854, -2.4482)  0.060
H (-2.9242, 0.4009, -3.6097)  0.077
H (-1.2319, -0.4916, -5.9326)  0.090
H (-2.4894, -1.4878, -5.1716)  0.084
H (-0.8527, -2.1294, -5.3611)  0.091
H (-1.0092, -5.6372, 0.2483)  0.088
H (0.6261, -6.0664, -0.2933)  0.087
H (-0.6590, -5.7687, -1.4827)  0.090
H (-0.0500, -3.7115, 1.5813)  0.092
H (0.9140, -2.4783, 0.7509)  0.017
H (1.5970, -4.0945, 1.0253)  0.093
H (0.6863, -3.9688, -2.6344)  0.094
H (2.0248, -4.3174, -1.5170)  0.091
H (1.4041, -2.6611, -1.6793)  0.061
H (-5.1900, -0.6422, 0.3177)  0.081
H (-4.8012, -2.2269, 1.0041)  0.088
H (-6.1655, -2.0602, -0.1192)  0.088
H (-4.7574, -0.2073, -2.1507)  0.084
H (-5.7207, -1.6363, -2.5795)  0.092
H (-4.0442, -1.4937, -3.1456)  0.068
H (-3.7018, -3.9861, -0.4245)  0.089
H (-3.4238, -3.6820, -2.1387)  0.086
H (-5.0824, -3.9054, -1.5421)  0.093

Spin multiplicity: 2
Highest occupied orbital energy (spin up / spin down) in eV: -9.623 / -10.569
Net charge: +1
E_tot in Ha: -3790.9024